Entry 1:
Formula: C4H6F2OS
Source: the Open Molecules 2025 dataset
Level of theory: wB97M-V/def2-TZVPD

SMILES string	O[C@@]1(C(F)F)C[C@H]1S
ΔE to the lowest compared entry with this formula, charge and spin	20.12	kcal per mole
E_LUMO	0.6	eV
molar mass	140.2	g/mol

XYZ file:
```
14
C4H6F2OS | the Open Molecules 2025 dataset | wB97M-V/def2-TZVPD
O -0.048 1.660 -0.066
C 0.251 0.350 0.085
C 1.569 -0.022 -0.478
F 2.584 0.632 0.151
F 1.798 -1.354 -0.361
C -0.207 -0.422 1.324
C -0.855 -0.632 0.032
S -2.519 -0.121 -0.353
H -1.001 1.926 -0.306
H 1.665 0.171 -1.582
H -0.926 0.172 1.997
H 0.543 -1.095 1.769
H -0.552 -1.521 -0.498
H -3.032 -0.140 0.922
```



Entry 2:
Formula: C4H6F3NS
Source: the Open Molecules 2025 dataset
Level of theory: wB97M-V/def2-TZVPD

ΔE to the lowest compared entry with this formula, charge and spin	58.20	kcal per mole
E_LUMO	-0.7	eV
molar mass	157.2	g/mol

XYZ file:
```
15
C4H6F3NS | the Open Molecules 2025 dataset | wB97M-V/def2-TZVPD
C -1.111 -1.405 -0.864
C 2.031 0.332 0.614
C -0.086 -0.313 -0.616
C -1.380 1.149 0.037
N 0.842 -0.555 0.362
F -2.450 1.168 -0.735
F -1.735 0.897 1.281
F -0.790 2.302 -0.106
S -1.188 -2.638 0.165
H -2.047 -1.076 -1.303
H 2.534 0.486 -0.314
H 1.633 1.163 1.229
H 2.730 -0.224 1.096
H 0.264 0.211 -1.510
H 0.754 -1.496 0.663
```



Entry 3:
Formula: C4H6F3NS
Source: the Open Molecules 2025 dataset
Level of theory: wB97M-V/def2-TZVPD

2S+1	3
ΔE to the lowest compared entry with this formula, charge and spin	24.20	kcal per mole
<S²>	2.0096
E_LUMO (alpha / beta)	0.5 / -3.8	eV
molar mass	157.2	g/mol

XYZ file:
```
15
C4H6F3NS | the Open Molecules 2025 dataset | wB97M-V/def2-TZVPD
C 0.988 -0.492 0.455
C -2.527 0.238 -0.440
C -0.331 0.249 0.213
C 2.260 0.435 0.299
N -1.287 -0.417 -0.257
F 2.195 1.391 1.177
F 3.404 -0.181 0.491
F 2.334 0.980 -0.958
S 1.128 -2.026 -0.493
H 1.089 -0.754 1.533
H -2.930 0.828 0.510
H -2.405 0.978 -1.202
H -3.288 -0.581 -0.610
H -0.367 1.314 0.297
H -0.262 -1.962 -1.014
```



Q: Look up the ΔE to the lowest compared entry with this formula, charge and spin of the first one.
A: 20.12 kcal per mole



Q: Which of these has the highest ΔE to the lowest compared entry with this formula, charge and spin?
A: number 2



Copy entry 2 word for word.
Formula: C4H6F3NS
Source: the Open Molecules 2025 dataset
Level of theory: wB97M-V/def2-TZVPD

ΔE to the lowest compared entry with this formula, charge and spin	58.20	kcal per mole
E_LUMO	-0.7	eV
molar mass	157.2	g/mol

XYZ file:
```
15
C4H6F3NS | the Open Molecules 2025 dataset | wB97M-V/def2-TZVPD
C -1.111 -1.405 -0.864
C 2.031 0.332 0.614
C -0.086 -0.313 -0.616
C -1.380 1.149 0.037
N 0.842 -0.555 0.362
F -2.450 1.168 -0.735
F -1.735 0.897 1.281
F -0.790 2.302 -0.106
S -1.188 -2.638 0.165
H -2.047 -1.076 -1.303
H 2.534 0.486 -0.314
H 1.633 1.163 1.229
H 2.730 -0.224 1.096
H 0.264 0.211 -1.510
H 0.754 -1.496 0.663
```



Q: molar mass of number 1 (C4H6F2OS)?
A: 140.2 g/mol